1.
{"formula": "C5H10", "method": "ωB97M-V/def2-TZVPD", "species": ["C", "H", "H", "H", "H", "C", "H", "C", "H", "H", "H", "H", "C", "C", "H"], "positions_angstrom": [[0.2743, -0.9733, 0.1193], [0.0014, 1.9291, 1.2510], [-1.6802, 1.5166, 0.2676], [0.5855, 0.3639, 1.7935], [-1.6145, 0.7414, -1.3280], [0.7992, -1.8566, -0.7449], [-0.3274, -1.3817, 0.9571], [-1.2978, 0.6016, -0.3455], [0.6383, 0.5785, -1.2014], [-1.7871, -0.3485, 0.0494], [1.5988, 1.7223, 0.7809], [0.9200, -2.8508, -0.5197], [0.6892, 1.1399, 0.9828], [0.1931, 0.4886, -0.2277], [1.0071, -1.6710, -1.8345]], "nbo_charge": [-0.140, 0.203, 0.195, 0.223, 0.213, -0.427, 0.202, -0.577, 0.218, 0.208, 0.228, 0.186, -0.604, -0.318, 0.189], "multiplicity": 1, "homo_energy_ev": -9.21, "smiles": "C=CC(C)C", "energy_ev": -5344.8926, "e_lumo_ev": 1.2556, "mol_weight_g_mol": 70.13, "e_above_lowest_kcal_mol": 54.7, "fmax_ha_per_bohr": 0.069, "homo_lumo_gap_ev": 10.467}

***

2.
{"formula": "C18H30Br2O13", "method": "ωB97M-V/def2-TZVPD", "species": ["O", "H", "H", "H", "H", "O", "O", "C", "H", "H", "C", "C", "O", "Br", "H", "O", "C", "O", "H", "H", "O", "C", "O", "O", "H", "H", "H", "H", "C", "H", "C", "C", "H", "H", "C", "H", "C", "Br", "C", "C", "C", "H", "H", "H", "H", "O", "O", "O", "H", "H", "C", "C", "H", "H", "C", "H", "H", "C", "H", "C", "O", "H", "H"], "positions_angstrom": [[-3.0352, 2.5154, 1.7433], [-0.9739, -0.4702, -3.2586], [3.5674, 6.0875, -0.8470], [-2.9193, 0.4169, -4.2351], [4.1689, 3.8205, 0.1014], [1.3818, -2.9704, 0.1035], [-6.6636, -0.1698, -0.8422], [4.2091, 6.3333, 1.2317], [0.9351, -3.9975, 2.4979], [-5.9708, -0.4963, -0.2682], [-1.1152, -8.1205, -1.5830], [-1.2946, 3.1549, 2.9913], [6.1601, 8.8604, 0.0383], [0.3984, 1.5708, -2.7032], [-2.1613, 4.1900, 1.2451], [-2.8066, 0.3277, 1.8742], [4.9274, 4.4534, -0.3593], [4.8172, 7.5680, 1.2695], [-2.6892, 1.3303, -2.7363], [-7.4483, -0.6421, -0.5638], [1.9183, -3.5140, -2.1094], [2.2725, -3.2900, -0.9526], [-2.6835, -6.5966, -2.6523], [-2.6382, -5.0211, -1.1514], [-3.0012, 5.5444, 2.9349], [-0.5855, 0.5441, -4.8139], [-1.4450, -6.1247, 0.0563], [-0.9356, -8.6203, -0.6311], [-2.4428, -7.3499, -1.4693], [-0.3356, -7.4039, -1.8416], [3.4348, -3.1854, 0.9569], [-0.9148, 0.4872, -3.7764], [-1.0599, -8.8251, -2.4129], [-3.6258, 4.1825, 3.9047], [4.4349, 5.8903, -0.2172], [2.1002, -3.0642, 3.3477], [1.3793, -3.0028, 2.5325], [-2.5064, 2.8240, -4.7532], [-2.4115, -6.1956, -0.4428], [5.5176, 7.8330, 0.1721], [-2.4048, 3.6954, 2.1855], [-4.4022, 4.4946, 2.4019], [-3.1559, -6.3804, 0.3318], [4.5916, 5.6050, 1.9468], [3.1833, 6.5589, 1.5229], [-2.9731, -4.3711, -3.2739], [3.5591, -3.3684, -0.4076], [5.3749, 6.8568, -0.7232], [2.1897, -1.4632, 1.1857], [-1.3694, 3.2604, 4.0736], [-3.4312, 4.5436, 2.8948], [-2.2789, 1.1382, -3.7277], [5.8775, 4.3021, 0.1529], [3.3748, -4.2040, 1.3402], [2.1139, -2.5500, 1.2204], [5.0686, 4.3660, -1.4366], [-3.2485, -8.0690, -1.3212], [-2.3232, 1.4483, 2.0466], [-0.4188, 3.7377, 2.7058], [-2.8013, -5.2669, -2.4346], [-1.2467, 1.7903, 2.6799], [4.2263, -2.6353, 1.4659], [0.5352, -2.3630, 2.7900]], "nbo_charge": [-0.476, 0.250, 0.190, 0.232, 0.220, -0.499, -0.938, -0.093, 0.223, 0.473, -0.631, -0.099, -0.587, -0.080, 0.190, -0.607, -0.626, -0.481, 0.233, 0.465, -0.556, 0.970, -0.493, -0.468, 0.216, 0.235, 0.189, 0.215, 0.077, 0.221, -0.095, -0.406, 0.230, 0.211, 0.068, 0.213, -0.630, -0.033, -0.097, 0.967, 0.053, 0.242, 0.190, 0.179, 0.194, -0.594, -0.484, -0.482, 0.176, 0.194, -0.620, -0.432, 0.219, 0.172, 0.073, 0.234, 0.187, 0.966, 0.197, 0.975, -0.467, 0.202, 0.235], "multiplicity": 1, "homo_energy_ev": -9.97, "smiles": "C[C@H]1COC(=O)O1.C[C@H]1COC(=O)O1.C[C@H]1COC(=O)O1.C[C@H]1COC(=O)O1.BrCCBr.O", "energy_ev": -185854.1323, "e_lumo_ev": -0.1741, "mol_weight_g_mol": 614.23, "e_above_lowest_kcal_mol": 48.4, "fmax_ha_per_bohr": 0.102, "homo_lumo_gap_ev": 9.795}

***

3.
{"formula": "C13H28Br2N3O3", "method": "ωB97M-V/def2-TZVPD", "species": ["H", "H", "C", "C", "C", "C", "H", "C", "H", "O", "N", "H", "C", "H", "H", "C", "H", "H", "C", "H", "H", "H", "C", "H", "H", "H", "H", "C", "H", "H", "H", "N", "Br", "N", "C", "H", "Br", "H", "H", "H", "H", "H", "H", "C", "O", "H", "O", "H", "C"], "positions_angstrom": [[3.7057, 1.5004, -2.1292], [6.5508, -1.6066, -1.7620], [-6.0435, 2.4996, 1.9243], [-0.7016, -1.3107, -0.6205], [0.4434, -1.8664, -1.4616], [4.0080, -2.2405, -0.9651], [7.1682, -3.1534, -1.1501], [-3.9019, 0.0258, 1.6780], [2.1757, 2.3620, -2.2341], [-4.6464, 0.8489, 0.8039], [4.0229, -0.8356, -0.9114], [2.9338, 2.3502, 0.5411], [2.6105, -0.5274, -1.3566], [-4.2459, -1.0140, 1.6334], [2.6466, -3.6046, -0.4635], [2.8499, 1.8502, -1.5480], [-7.0836, 2.6854, 2.2064], [1.6460, -1.5527, 0.2929], [6.4555, -2.3537, -0.9767], [-3.4218, 3.0382, 3.8126], [-3.4880, 2.8609, 2.0436], [-2.4123, -2.3103, -1.4835], [-4.0201, 3.2323, 2.9238], [2.7998, 3.7529, -0.5047], [-4.1600, 4.3141, 2.8240], [5.0173, -3.9390, -1.0855], [-6.6257, 1.1178, 0.4048], [1.7926, -1.6716, -0.7847], [-3.9506, 0.3727, 2.7127], [0.2725, -2.9315, -1.6321], [0.4343, -1.3624, -2.4335], [2.7665, -2.7695, -1.0283], [4.3102, -0.4287, 0.9281], [5.1095, -2.9341, -1.0145], [-5.9567, 1.1390, 1.2692], [-5.7427, 3.2762, 1.2130], [-0.8490, -2.4005, 1.0047], [-2.7650, -0.6957, -0.8405], [-2.8637, 0.0624, 1.3475], [6.6457, -1.9009, -0.0057], [-0.4552, -0.3115, -0.2624], [4.3452, 2.8953, -0.3522], [-1.8761, -0.8646, -2.3537], [3.2641, 2.7735, -0.4058], [-5.2587, 2.5748, 3.1010], [-6.2872, 0.3679, 1.9727], [2.1118, 0.6986, -1.0650], [2.6924, -0.7142, -2.4453], [-2.0232, -1.2990, -1.3613]], "nbo_charge": [0.184, 0.237, -0.089, -0.210, -0.433, 0.677, 0.239, -0.254, 0.202, -0.558, -0.515, 0.231, 0.257, 0.170, 0.429, -0.074, 0.191, 0.237, -0.425, 0.191, 0.171, 0.225, -0.253, 0.232, 0.171, 0.429, 0.189, -0.077, 0.188, 0.234, 0.228, -0.565, 0.249, -0.495, -0.089, 0.173, -0.027, 0.245, 0.173, 0.233, 0.226, 0.222, 0.220, -0.648, -0.549, 0.176, -0.515, 0.181, -0.637], "multiplicity": 1, "homo_energy_ev": -10.80, "energy_ev": -164624.8135, "e_lumo_ev": -4.2908, "mol_weight_g_mol": 434.19, "fmax_ha_per_bohr": 0.018, "total_charge": 1, "homo_lumo_gap_ev": 6.508}

***

4.
{"formula": "C3H17NO4", "method": "ωB97M-V/def2-TZVPD", "species": ["H", "C", "H", "H", "H", "H", "O", "O", "C", "H", "H", "H", "H", "H", "H", "C", "H", "H", "H", "O", "H", "N", "H", "H", "O"], "positions_angstrom": [[-2.3477, 1.2618, 0.2593], [-0.3321, -0.2691, -1.7130], [-2.7351, 0.6889, 1.5423], [2.3753, 0.3562, 0.6381], [2.0366, -1.0821, -2.3507], [-2.7064, 1.5557, -1.2329], [1.3969, -0.4670, 2.9634], [2.6287, 1.2209, 0.0999], [1.8689, -1.1765, -1.2475], [0.2390, 0.1564, -2.5467], [0.3177, -0.7901, 0.2346], [1.8576, 1.3995, -0.5930], [-0.8802, -2.2381, -2.6413], [1.7049, -2.1678, -0.9824], [0.5799, -0.0230, 2.9661], [-1.2497, -1.4596, -1.8873], [-1.3340, -2.0107, -0.8093], [2.8355, -0.8116, -0.8791], [-1.7939, -0.2372, 2.5599], [-2.6521, 1.9409, -0.4009], [-0.9682, 0.5971, -1.4063], [0.7012, -0.3937, -0.6597], [-2.3899, -1.3931, -2.0979], [1.4580, -1.3838, 2.8024], [-1.9836, 0.5938, 2.1178]], "nbo_charge": [0.455, -0.251, 0.477, 0.480, 0.204, 0.467, -0.963, -0.975, -0.448, 0.208, 0.363, 0.492, 0.219, 0.180, 0.487, -0.652, 0.196, 0.223, 0.492, -0.924, 0.185, -0.660, 0.225, 0.481, -0.962], "multiplicity": 1, "homo_energy_ev": -8.98, "smiles": "CCNC.O.O.O.O", "energy_ev": -13063.9944, "e_lumo_ev": 0.0790, "mol_weight_g_mol": 131.17, "e_above_lowest_kcal_mol": 71.6, "fmax_ha_per_bohr": 0.074, "homo_lumo_gap_ev": 9.061}

***

- Which value of multiplicity does entry 4 give?
  1